[1]
The following is a DFT calculation (the ωB97M-V functional and the def2-TZVPD basis) of 3 unconnected molecules or ions with the total composition C21H49N7O7P3 in a non-equilibrium geometry.

Summary:
* total energy: -2763.4875 hartree
* total charge: +1

XYZ file:
```
87
Properties=species:S:1:pos:R:3:lowdin_charge:R:1
C 7.63 3.09 0.15 0.032
C 6.18 3.47 0.30 -0.508
O 5.28 2.89 -0.26 0.106
O 5.95 4.51 1.15 -0.011
C 4.97 5.43 0.68 -0.153
C 3.76 5.44 1.65 -0.073
C 2.46 5.14 0.94 -0.152
C 2.02 5.88 -0.13 0.032
N 0.87 5.56 -0.75 0.122
C 0.10 4.52 -0.40 -0.002
C 0.50 3.75 0.67 -0.156
P -0.48 2.31 1.20 0.433
O -1.49 2.67 2.19 -0.219
O -1.07 1.68 -0.15 -0.107
O 0.64 1.31 1.71 -0.095
C 1.67 4.06 1.34 0.077
H 8.19 3.44 1.01 0.091
H 7.73 2.01 0.11 0.093
H 8.03 3.57 -0.74 0.101
H 5.43 6.42 0.71 0.133
H 4.66 5.21 -0.34 0.120
H 3.94 4.62 2.34 0.128
H 3.71 6.35 2.24 0.135
H 2.55 6.73 -0.51 0.161
H 0.57 6.10 -1.55 0.188
H -0.79 4.30 -0.96 0.154
H -0.33 1.41 -0.72 0.086
H 0.39 0.38 1.53 0.097
H 1.99 3.45 2.18 0.142
O -7.22 -0.77 0.57 -0.284
P -5.92 -1.05 1.23 0.623
N -4.89 -1.39 -0.09 -0.302
C -3.84 -2.39 -0.11 -0.127
C -4.79 -0.36 -1.11 -0.131
N -6.30 -2.45 2.12 -0.318
C -5.42 -3.60 2.26 -0.141
C -7.69 -2.88 2.11 -0.128
N -4.69 -0.61 2.35 -0.274
C -5.25 -0.23 3.68 -0.116
C -3.83 0.51 1.93 -0.143
H -3.11 -2.28 0.71 0.073
H -3.28 -2.33 -1.04 0.070
H -4.25 -3.40 -0.07 0.063
H -4.23 0.53 -0.78 0.058
H -5.79 -0.02 -1.40 0.074
H -4.31 -0.74 -2.01 0.075
H -5.49 -4.28 1.40 0.077
H -5.70 -4.17 3.15 0.080
H -4.39 -3.30 2.41 0.067
H -7.96 -3.39 1.18 0.087
H -8.37 -2.05 2.25 0.071
H -7.87 -3.57 2.94 0.079
H -5.88 0.66 3.61 0.086
H -4.43 -0.03 4.37 0.081
H -5.84 -1.04 4.09 0.073
H -4.40 1.40 1.64 0.095
H -3.20 0.22 1.09 0.051
H -3.15 0.78 2.73 0.066
O 1.40 -0.69 -0.95 -0.318
P 2.11 -1.76 -1.71 0.624
N 0.83 -2.61 -2.45 -0.302
C 0.76 -4.05 -2.64 -0.114
C -0.06 -1.82 -3.30 -0.126
N 2.78 -2.66 -0.43 -0.313
C 2.84 -4.11 -0.38 -0.129
C 2.63 -2.13 0.92 -0.134
N 3.36 -2.24 -2.78 -0.271
C 4.67 -1.66 -2.40 -0.113
C 3.14 -1.90 -4.20 -0.119
H 1.62 -4.46 -3.17 0.079
H -0.12 -4.30 -3.22 0.082
H 0.65 -4.57 -1.70 0.063
H 0.40 -1.52 -4.24 0.065
H -0.38 -0.91 -2.78 0.061
H -0.96 -2.38 -3.54 0.080
H 1.90 -4.55 -0.02 0.079
H 3.63 -4.43 0.30 0.083
H 3.09 -4.54 -1.35 0.072
H 1.62 -2.31 1.32 0.085
H 2.82 -1.06 0.94 0.063
H 3.35 -2.60 1.58 0.083
H 4.67 -0.57 -2.47 0.083
H 5.45 -2.05 -3.07 0.083
H 4.94 -1.94 -1.39 0.073
H 2.93 -0.84 -4.36 0.087
H 2.33 -2.48 -4.63 0.069
H 4.04 -2.16 -4.77 0.085
```


[2]
The following is a DFT calculation (the ωB97M-V functional and the def2-TZVPD basis) of a single C4H7NO molecule.

Summary:
* energy relative to the best compared isomer or geometry (same formula, charge and spin): 283.5 kJ/mol
* SMILES string: ON=C1CCC1

XYZ file:
```
13
Properties=species:S:1:pos:R:3:lowdin_charge:R:1
O -1.39 1.71 1.40 -0.071
N -0.61 0.58 1.67 0.037
C -0.25 0.04 0.58 -0.329
C -0.37 0.39 -0.88 -0.108
C 0.85 -0.54 -1.12 -0.160
C 0.67 -1.13 0.31 -0.108
H -1.61 2.03 2.28 0.086
H -1.30 -0.01 -1.30 0.120
H -0.29 1.45 -1.14 0.109
H 0.77 -1.24 -1.95 0.099
H 1.78 0.02 -1.21 0.105
H 0.13 -2.08 0.31 0.113
H 1.56 -1.23 0.94 0.108
```


[3]
The following is a DFT calculation (the ωB97M-V functional and the def2-TZVPD basis) of a molecular structure, C8H32AlN14O12S in a non-equilibrium geometry.

Summary:
* total energy: -2634.2905 hartree
* total charge: +1

XYZ file:
```
68
Properties=species:S:1:pos:R:3:lowdin_charge:R:1
Al 0.14 1.08 2.73 -0.131
S -0.52 -1.17 1.90 0.485
O 0.03 -2.35 2.38 -0.236
O -1.70 -1.52 1.01 -0.329
O -0.87 -0.28 3.09 -0.188
O 0.42 -0.18 1.28 -0.190
C 3.25 3.41 -2.10 -0.624
O 2.69 4.19 -1.31 -0.025
N 2.64 2.31 -2.75 0.140
N 4.64 3.52 -2.27 0.115
H 1.62 2.22 -2.58 0.049
H 2.92 2.02 -3.67 0.094
H 5.08 2.67 -2.62 0.095
H 5.20 4.14 -1.66 0.114
C -4.66 -0.16 -0.09 -0.662
O -5.47 0.62 -0.43 0.063
N -3.54 -0.44 -0.98 0.090
N -4.53 -0.68 1.21 0.159
H -3.90 -0.80 -1.91 0.135
H -2.88 -1.02 -0.38 0.047
H -3.95 -1.50 1.38 0.089
H -5.34 -0.57 1.77 0.084
C -1.00 2.38 -2.80 -0.655
O -0.07 1.85 -2.15 -0.022
N -1.03 3.68 -3.22 0.159
N -2.06 1.71 -3.19 0.184
H -0.34 4.29 -2.77 0.118
H -1.91 4.10 -3.10 0.079
H -2.86 2.25 -3.57 0.138
H -2.05 0.72 -3.20 0.080
C -2.32 2.44 1.59 -0.419
O -1.21 2.18 2.19 0.078
N -3.17 3.27 2.30 0.215
N -2.51 2.05 0.31 0.257
H -2.58 3.75 2.96 0.119
H -4.03 3.73 2.06 0.130
H -3.39 2.17 0.05 0.036
H -2.19 1.07 -0.11 0.169
C 1.98 -5.50 -1.00 -0.640
O 2.49 -5.08 -2.01 0.020
N 2.28 -6.82 -0.54 0.134
N 1.06 -4.83 -0.28 0.183
H 2.13 -7.09 0.45 0.100
H 2.97 -7.36 -1.01 0.089
H 0.60 -4.03 -0.77 0.126
H 0.78 -5.18 0.57 0.061
C 0.40 -2.41 -3.29 -0.676
O -0.23 -1.39 -3.34 0.019
N 1.76 -2.53 -2.98 0.151
N -0.23 -3.65 -3.42 0.113
H 2.15 -3.46 -2.81 0.043
H 2.30 -1.69 -2.93 0.094
H -1.24 -3.78 -3.10 0.135
H 0.42 -4.44 -3.37 0.078
C 1.26 0.14 4.84 -0.508
O 0.63 1.10 4.51 0.167
N 1.22 -1.09 4.40 0.251
N 1.94 0.19 6.16 0.153
H 0.47 -1.43 3.82 0.061
H 1.98 -1.61 4.72 0.120
H 2.75 -0.39 6.48 0.125
H 2.34 1.11 6.29 0.085
C 1.42 2.34 0.80 -0.022
O 1.60 1.86 2.11 -0.003
H 0.62 1.76 0.34 0.080
H 1.25 3.44 0.84 0.128
H 2.42 2.22 0.36 0.114
H 1.90 2.45 2.83 0.181
```


[4]
The following is a DFT calculation (the ωB97M-V functional and the def2-TZVPD basis) of a single C2H4N4O2 molecule in a non-equilibrium geometry.

Summary:
* energy relative to the best compared isomer or geometry (same formula, charge and spin): 440.2 kJ/mol
* SMILES string: O/N=c1/cn[nH]n1O

XYZ file:
```
12
Properties=species:S:1:pos:R:3:lowdin_charge:R:1
C 0.48 -0.57 -0.02 -0.320
C -0.73 -1.35 0.27 -0.094
H 2.11 0.76 -0.80 0.103
H -0.71 -2.29 0.81 0.118
H -1.94 1.22 -0.62 0.130
H -0.40 1.11 1.37 0.101
N 1.69 -0.92 0.05 0.073
N -1.77 -0.73 -0.11 0.060
N -1.35 0.42 -0.78 -0.020
N 0.00 0.71 -0.48 -0.115
O 2.59 0.02 -0.35 -0.025
O 0.03 1.62 0.65 -0.011
```


[5]
The following is a DFT calculation (the ωB97M-V functional and the def2-TZVPD basis) of 2 unconnected molecules or ions with the total composition C4H15N2O in a non-equilibrium geometry.

Summary:
* energy relative to the best compared isomer or geometry (same formula, charge and spin): 0.0 kJ/mol
* total charge: +1

XYZ file:
```
22
Properties=species:S:1:pos:R:3:lowdin_charge:R:1
C -0.13 -2.28 -0.03 -0.030
C -0.06 -0.78 -0.31 -0.355
C -1.29 -0.26 -1.07 -0.152
C -1.23 1.21 -1.44 -0.219
N -0.87 2.08 -0.27 -0.012
N 0.09 -0.05 0.99 0.178
H 0.13 -2.84 -0.94 0.098
H -1.14 -2.54 0.30 0.096
H 0.58 -2.55 0.75 0.085
H 0.83 -0.60 -0.91 0.149
H -1.39 -0.83 -1.97 0.129
H -2.16 -0.45 -0.43 0.128
H -2.21 1.53 -1.81 0.121
H -0.52 1.45 -2.23 0.119
H -1.70 2.54 0.06 0.094
H -0.30 2.84 -0.63 0.092
H 1.04 -0.24 1.36 0.103
H -0.55 -0.47 1.66 0.165
H -0.07 0.97 0.86 0.108
H 3.23 0.82 1.58 0.069
H 3.62 -0.65 1.71 0.076
O 2.86 -0.07 1.57 -0.040
```


[6]
The following is a DFT calculation (the ωB97M-V functional and the def2-TZVPD basis) of a gas-phase ion, C8H9Cl2N2S (charge +1) in a non-equilibrium geometry.

Summary:
* total energy: -1737.9742 hartree
* multiplicity: 3
* expectation value of S²: 2.02
* total charge: +1

XYZ file:
```
22
Properties=species:S:1:pos:R:3:lowdin_charge:R:1
C -1.71 1.77 -0.39 -0.333
C -1.84 0.56 0.29 -0.286
C -0.59 -0.08 0.25 -0.204
C 0.35 0.54 -0.60 -0.385
C 0.96 -1.95 0.52 -1.106
C 1.66 0.09 -0.61 -0.302
C -3.09 0.31 1.06 -0.021
C 2.64 0.96 -1.31 0.005
N -0.19 -1.25 0.85 0.083
N 1.93 -0.96 0.19 0.005
S -0.23 2.02 -1.21 1.212
Cl 1.62 -2.94 1.85 0.737
Cl 0.73 -2.88 -1.11 0.614
H -2.55 2.57 -0.49 0.132
H -3.66 -0.47 0.55 0.097
H -2.89 0.01 2.10 0.097
H -3.65 1.32 0.91 0.118
H 3.24 0.31 -2.07 0.148
H 3.31 1.43 -0.75 0.048
H 2.01 1.63 -1.87 0.036
H -0.90 -1.71 1.38 0.155
H 2.86 -1.28 0.48 0.150
```